(1)
{
  "formula": "C31H35BFNO8S2",
  "method": "wB97M-V/def2-TZVPD",
  "species": ["C", "C", "C", "C", "C", "S", "C", "O", "O", "C", "C", "C", "C", "N", "C", "C", "O", "C", "O", "C", "C", "C", "C", "C", "C", "C", "C", "C", "C", "C", "C", "O", "C", "C", "O", "C", "F", "C", "C", "B", "O", "O", "C", "S", "H", "H", "H", "H", "H", "H", "H", "H", "H", "H", "H", "H", "H", "H", "H", "H", "H", "H", "H", "H", "H", "H", "H", "H", "H", "H", "H", "H", "H", "H", "H", "H", "H", "H", "H"],
  "positions_angstrom": [[0.28615, -4.04972, 0.25596], [1.34631, -3.45556, 0.40833], [2.79635, -2.89897, 0.65379], [2.81638, -1.77167, 1.77745], [3.54402, -2.03988, 3.08093], [4.41016, -3.63138, 3.43477], [3.24143, -5.03418, 3.23867], [4.91048, -3.69298, 4.83846], [5.60722, -3.82066, 2.56712], [3.63279, -1.01502, 4.19902], [2.99018, 0.31139, 3.97481], [2.26295, 0.55435, 2.68898], [2.11840, -0.43108, 1.56205], [1.39579, -0.22793, 0.31436], [2.28056, 0.12002, -0.83076], [3.29740, 1.32409, -0.57456], [4.62891, 0.86064, -0.94034], [4.79274, 0.87895, -2.34614], [4.50345, -0.07617, -3.05597], [5.42273, 2.13662, -3.11690], [6.89123, 1.64964, -3.58323], [0.23798, 0.65347, 0.43074], [-0.91460, 0.39616, -0.53593], [-0.88790, -0.75999, -1.61534], [-1.99066, -1.80951, -1.23276], [-2.67110, -2.73803, -0.81529], [-2.14480, 1.29044, -0.52135], [-3.36796, 1.10375, -1.53493], [-4.49289, 0.27841, -0.71406], [-5.91289, 1.00274, -0.74617], [-7.07123, -0.08903, -0.62117], [-7.52453, -0.40193, -1.96464], [-7.51837, -1.77897, -2.22449], [-6.85341, -2.23984, -3.59919], [-8.01202, -2.61979, -1.49540], [-2.27668, 2.41553, 0.45705], [-3.42290, 3.22205, 0.44628], [-1.14698, 2.69071, 1.42933], [-1.35514, 3.88654, 2.42872], [-0.93507, 5.33677, 1.85508], [-1.17723, 5.81975, 0.53936], [-0.29755, 6.24539, 2.77746], [0.07039, 1.81180, 1.36541], [1.45334, 2.20559, 2.52234], [-0.78512, -4.34022, 0.19742], [3.44167, -3.79424, 0.94173], [3.27113, -2.50439, -0.30521], [3.20070, -5.73089, 4.12534], [2.20264, -4.59361, 3.08593], [3.46914, -5.68041, 2.32967], [4.17786, -1.28570, 5.15679], [3.05720, 1.06991, 4.80130], [1.58707, 0.46092, -1.67263], [2.85255, -0.75987, -1.26064], [3.24246, 1.78957, 0.44955], [3.04257, 2.16165, -1.31435], [5.52312, 2.99761, -2.39234], [4.78468, 2.44655, -4.00185], [7.28485, 2.35543, -4.36791], [6.86332, 0.56509, -3.91978], [7.51952, 1.65227, -2.63120], [-1.15369, -0.27685, -2.61315], [0.13906, -1.22213, -1.65863], [-3.11245, -3.71639, -0.48405], [-3.76242, 2.11811, -1.87453], [-3.05988, 0.48948, -2.43969], [-4.16804, 0.22887, 0.37843], [-4.49467, -0.78502, -1.09104], [-5.96120, 1.68265, 0.15844], [-5.99283, 1.61642, -1.69405], [-6.74856, -0.98792, -0.01724], [-7.93075, 0.38809, -0.04804], [-7.56543, -3.01544, -4.03107], [-6.79424, -1.38198, -4.34095], [-5.84256, -2.69758, -3.39042], [-2.48173, 3.94232, 2.63245], [-0.88552, 3.71267, 3.45495], [-0.55277, 5.36412, -0.06114], [0.66890, 6.11845, 2.72008]],
  "forces_ev_per_angstrom": [[0.404, 1.228, 0.438], [0.584, -0.339, 0.027], [-0.891, -0.280, 0.057], [0.222, 1.017, 1.686], [-1.447, 2.661, -0.125], [4.545, -1.473, 1.577], [-1.598, -0.392, -0.835], [-2.349, 0.911, -1.660], [-3.024, 0.610, -0.074], [-1.328, 0.330, -2.810], [0.178, -2.836, -1.727], [0.138, -1.227, -0.049], [2.189, -1.685, 2.929], [0.416, 1.416, 1.471], [-0.251, 0.889, -1.139], [-0.741, 0.299, -1.487], [0.042, 0.673, -1.074], [-0.340, -0.452, -2.141], [0.339, 1.370, 2.082], [0.548, -0.502, 1.124], [-0.652, -0.051, 1.070], [-3.582, 1.461, -1.038], [-0.389, 2.212, 1.683], [-1.370, 0.402, 0.801], [1.019, -0.650, 0.266], [0.898, 0.055, -0.469], [1.066, 0.984, 0.553], [0.524, -0.647, 1.227], [0.144, 0.744, 0.103], [0.472, -1.146, 0.367], [-0.304, 1.976, 1.025], [0.992, -2.246, 0.223], [-0.284, -1.018, -0.653], [-1.142, 0.689, 0.112], [0.938, 1.691, -0.641], [3.189, -1.873, -0.076], [2.075, -1.484, 0.103], [-1.039, -1.387, -1.614], [-0.388, -0.795, 0.103], [0.572, 1.252, 0.350], [1.063, -1.213, 1.172], [-0.241, -1.345, -1.221], [-1.124, -0.599, -1.071], [-0.396, -1.501, -0.696], [1.728, 0.223, -0.037], [-0.810, 1.367, -0.236], [-0.863, -0.475, 1.234], [0.479, 1.256, -0.675], [1.239, -0.545, 0.205], [0.050, 1.177, 1.047], [-0.818, 0.395, -1.457], [-0.289, -0.742, -1.231], [0.846, -0.569, 1.144], [-0.656, 0.990, 0.902], [0.485, -0.913, -0.961], [0.149, -0.938, 1.080], [-0.102, -0.811, -0.915], [0.626, -0.684, 1.198], [-0.221, -0.924, 0.916], [-0.076, 1.551, 0.038], [-0.484, 0.193, -1.452], [0.498, -0.859, 1.194], [-1.362, 0.180, 0.087], [0.393, 1.903, -0.564], [0.605, -1.356, 0.543], [-0.352, 0.964, 1.107], [-0.373, -0.079, -1.435], [-0.320, 1.248, 0.305], [-0.029, -0.605, -1.167], [-0.301, -0.778, 1.120], [-0.291, 0.833, -1.003], [0.862, -0.710, -0.815], [1.121, 0.846, 0.622], [0.182, -1.029, 1.049], [-1.148, 0.584, -0.229], [1.377, -0.032, -0.328], [-0.412, 0.082, -1.514], [-0.810, 0.232, 0.075], [-0.601, 0.297, 0.205]],
  "lowdin_charge": [0.083, -0.103, -0.125, -0.058, -0.190, 0.686, -0.154, -0.372, -0.358, -0.020, -0.069, -0.380, -0.133, -0.070, -0.110, -0.118, -0.064, -0.420, 0.092, -0.133, -0.096, -0.130, -0.057, -0.122, -0.106, 0.062, -0.068, -0.120, -0.187, -0.153, -0.176, -0.053, -0.465, 0.006, 0.083, -0.105, 0.028, -0.132, -0.061, -0.520, 0.115, 0.079, -0.329, 0.951, 0.028, 0.090, 0.118, 0.080, 0.072, 0.085, 0.115, 0.106, 0.134, 0.116, 0.100, 0.138, 0.109, 0.120, 0.076, 0.082, 0.087, 0.117, 0.102, 0.064, 0.118, 0.101, 0.123, 0.080, 0.114, 0.118, 0.132, 0.129, 0.091, 0.085, 0.086, 0.133, 0.110, 0.111, 0.102],
  "spin_multiplicity": 1,
  "charge": 0,
  "gap_ev": 8.029
}



(2)
{
  "formula": "C25H49N2O11SSbSi3Sr",
  "method": "wB97M-V/def2-TZVPD",
  "species": ["Sr", "O", "C", "O", "C", "C", "C", "C", "C", "O", "C", "C", "O", "O", "H", "H", "H", "H", "H", "H", "H", "H", "O", "S", "O", "O", "O", "N", "C", "N", "C", "C", "O", "C", "C", "H", "H", "H", "H", "H", "H", "H", "H", "C", "Si", "C", "C", "Sb", "Si", "C", "C", "C", "Si", "C", "C", "C", "H", "H", "H", "H", "H", "H", "H", "H", "H", "H", "H", "H", "H", "H", "H", "H", "H", "H", "H", "H", "H", "H", "H", "H", "H", "H", "H", "C", "C", "C", "O", "H", "H", "H", "H", "H", "H"],
  "positions_angstrom": [[1.91601, -1.98670, -0.74302], [3.66089, -1.00832, -4.42430], [3.00368, -0.64722, -3.44362], [1.94813, -1.19425, -3.00927], [3.40200, 0.67898, -2.74470], [2.15670, 1.40438, -2.23233], [2.40339, 2.90930, -2.19398], [3.38299, 3.00663, -1.01376], [3.43219, 1.54510, -0.53834], [2.12145, 1.06100, -0.84034], [4.29305, 0.68088, -1.46361], [4.61874, -0.63522, -0.69964], [5.15382, -0.48098, 0.40997], [4.27569, -1.71918, -1.22438], [3.90430, 1.27567, -3.51590], [1.22428, 1.08665, -2.70637], [1.47468, 3.43249, -1.98509], [2.80926, 3.28990, -3.13119], [3.01105, 3.67121, -0.22675], [4.37045, 3.35478, -1.31321], [3.65323, 1.39419, 0.51799], [5.25664, 1.15952, -1.66789], [-0.79700, -3.33100, 1.60059], [-0.68985, -2.16658, 0.73378], [-1.88212, -1.33718, 0.82049], [0.51058, -1.34271, 1.12727], [-0.42879, -2.57747, -0.68179], [2.67464, -5.09078, -2.31953], [1.80038, -4.58809, -2.88869], [0.80657, -4.02629, -3.51999], [-0.57516, -4.32489, -3.18940], [-1.19442, -5.10592, -4.35326], [-1.05312, -4.41616, -5.58401], [0.31312, -4.16274, -5.88187], [0.98696, -3.33592, -4.78555], [-1.09534, -3.37772, -3.01637], [-0.61449, -4.88469, -2.25478], [-2.26647, -5.24682, -4.20228], [-0.71345, -6.09538, -4.43616], [0.32023, -3.62560, -6.83208], [0.83760, -5.12418, -6.01311], [0.52638, -2.34991, -4.69284], [2.05088, -3.16483, -4.96636], [-2.58075, 5.20569, 2.17717], [-1.47508, 4.15186, 1.03071], [-1.92404, 4.69938, -0.72951], [0.27737, 4.78371, 1.37542], [-1.38670, 1.56789, 0.95941], [-3.90750, 1.13399, 0.79222], [-4.21666, 0.61768, -1.00968], [-5.00290, 2.66158, 1.16772], [-4.51684, -0.23561, 1.94820], [-1.18418, 1.17336, 3.46757], [0.51692, 1.85642, 4.00247], [-2.51634, 2.05283, 4.52047], [-1.28866, -0.66447, 3.87694], [-2.48060, 6.25753, 1.89547], [-2.27503, 5.12098, 3.21613], [-3.62751, 4.94179, 2.11267], [-1.70691, 5.75811, -0.87595], [-2.98131, 4.54125, -0.93092], [-1.36413, 4.13138, -1.46881], [0.43234, 5.77731, 0.95277], [1.02224, 4.11634, 0.95682], [0.46262, 4.84306, 2.44570], [-3.87286, 1.37872, -1.71078], [-5.27619, 0.43242, -1.19753], [-3.65783, -0.29440, -1.20612], [-4.81178, 3.48599, 0.48829], [-4.83906, 3.02092, 2.17945], [-6.05715, 2.39005, 1.07484], [-3.83899, -1.07634, 1.89836], [-5.51300, -0.56186, 1.63562], [-4.58819, 0.10654, 2.98275], [0.48727, 2.93669, 4.12521], [1.28003, 1.62761, 3.26185], [0.82964, 1.41728, 4.95194], [-2.53185, 3.12419, 4.35676], [-2.33104, 1.87386, 5.58123], [-3.50837, 1.67041, 4.28968], [-0.77666, -1.27148, 3.12631], [-2.32275, -0.99645, 3.91864], [-0.82985, -0.84323, 4.85373], [2.88326, -2.39558, 2.71741], [2.38577, -3.67738, 2.12739], [1.71309, -4.68135, 3.02947], [2.43158, -3.85787, 0.93224], [3.08986, -2.48299, 3.78082], [2.07276, -1.67365, 2.56691], [3.75886, -2.03919, 2.17153], [2.24145, -4.79911, 3.97528], [1.60053, -5.63160, 2.51582], [0.71542, -4.27819, 3.21557]],
  "forces_ev_per_angstrom": [[0.304, -0.024, -0.412], [0.094, -0.010, -0.108], [0.476, 0.249, -0.172], [-0.422, -0.244, 0.109], [0.214, -0.067, -0.441], [-0.581, -0.063, -0.360], [-0.087, 0.046, -0.049], [0.110, 0.103, 0.255], [0.241, 0.126, 0.437], [-0.221, -0.095, 0.102], [0.294, 0.004, 0.037], [0.126, 0.401, -0.074], [0.171, 0.076, 0.186], [0.049, -0.305, -0.167], [-0.086, -0.105, 0.086], [0.220, 0.068, 0.115], [-0.155, 0.115, 0.059], [0.012, -0.027, -0.034], [0.049, -0.108, -0.090], [0.077, 0.037, 0.020], [0.002, 0.049, -0.133], [-0.077, -0.060, 0.058], [0.066, -0.443, 0.337], [0.203, -0.192, -0.128], [-0.829, 0.576, -0.141], [-0.042, 0.113, 0.228], [-0.301, -0.245, -0.131], [0.126, -0.033, 0.148], [0.457, -0.363, 0.207], [-0.451, 0.322, -0.232], [-0.332, -0.146, -0.078], [0.049, 0.053, 0.265], [-0.024, 0.058, 0.009], [0.190, 0.143, 0.063], [0.024, 0.017, -0.330], [-0.023, -0.112, -0.043], [-0.017, 0.029, -0.066], [0.051, 0.010, 0.037], [-0.021, 0.083, 0.057], [0.042, -0.006, 0.043], [0.003, 0.098, 0.042], [0.010, -0.044, -0.066], [-0.128, -0.016, 0.000], [0.289, -0.079, -0.208], [-0.076, 0.150, 0.088], [0.066, -0.041, 0.185], [-0.186, -0.019, -0.037], [-0.099, 0.108, -0.032], [-0.272, -0.001, -0.061], [0.001, 0.132, 0.391], [0.153, -0.446, -0.139], [-0.086, 0.391, -0.141], [0.075, -0.102, 0.342], [-0.378, -0.197, -0.059], [0.308, -0.227, -0.179], [0.235, 0.285, -0.102], [0.032, 0.066, -0.056], [0.074, -0.069, 0.184], [-0.273, -0.086, -0.034], [0.016, 0.138, -0.006], [-0.180, -0.041, -0.021], [0.110, -0.084, -0.092], [-0.011, 0.122, -0.043], [0.179, -0.153, -0.143], [0.013, -0.012, 0.178], [0.032, 0.086, -0.003], [-0.090, -0.025, 0.007], [0.091, -0.131, 0.007], [0.080, 0.169, -0.172], [0.052, 0.009, 0.203], [-0.081, -0.058, -0.023], [0.204, -0.232, -0.042], [-0.056, 0.019, -0.030], [0.017, 0.044, 0.009], [-0.032, 0.189, -0.005], [0.061, -0.087, -0.112], [-0.022, -0.033, 0.075], [0.040, 0.256, -0.063], [0.047, -0.042, 0.116], [-0.102, -0.082, -0.067], [-0.045, 0.128, 0.237], [-0.147, -0.042, -0.047], [0.013, 0.010, 0.079], [0.055, 0.062, 0.111], [-0.259, -0.023, 0.437], [0.139, 0.136, -0.087], [0.096, -0.274, -0.432], [0.065, 0.018, 0.103], [-0.009, -0.023, 0.057], [0.034, 0.008, -0.015], [0.024, 0.002, 0.033], [0.023, -0.035, -0.045], [-0.087, 0.047, 0.008]],
  "lowdin_charge": [1.582, -0.008, -0.657, -0.210, -0.109, -0.276, -0.109, -0.101, -0.272, -0.092, -0.104, -0.685, -0.026, -0.149, 0.141, 0.159, 0.097, 0.108, 0.093, 0.107, 0.152, 0.147, -0.351, 0.186, -0.466, -0.575, -0.512, 0.166, -0.329, -0.104, -0.117, -0.189, -0.146, -0.186, -0.116, 0.126, 0.135, 0.120, 0.122, 0.119, 0.122, 0.126, 0.130, -0.233, 0.274, -0.251, -0.239, 0.952, 0.322, -0.236, -0.241, -0.223, 0.322, -0.228, -0.223, -0.210, 0.018, 0.003, -0.010, 0.016, 0.006, 0.010, 0.020, -0.003, 0.009, 0.014, 0.015, 0.021, 0.000, 0.002, 0.016, 0.001, 0.022, 0.007, 0.003, 0.019, 0.016, -0.007, 0.018, 0.000, -0.012, 0.022, 0.025, -0.005, -0.488, -0.015, -0.041, 0.075, 0.074, 0.085, 0.070, 0.083, 0.077],
  "spin_multiplicity": 1,
  "charge": -2,
  "relative_energy_kcal_mol": 19.8,
  "gap_ev": 7.303
}